A molecular structure, C28H33AsF7N5SiTi, computed with wB97M-V/def2-TZVPD.

```
76
C28H33AsF7N5SiTi, DFT wB97M-V/def2-TZVPD
Ti -0.22469 0.04086 0.24482
C -3.25485 1.29948 -0.59147
C -2.36247 2.22250 -1.39212
C -1.57725 1.39694 -2.37312
C -1.69041 1.65218 -3.73188
C -1.07770 0.82109 -4.65174
C -0.36243 -0.26905 -4.18280
C -0.26458 -0.45139 -2.82226
N -0.84959 0.35366 -1.91705
N -2.51415 0.44334 0.38766
C -3.16243 -0.90851 0.42045
C -2.32791 -2.03348 -0.13914
C -2.93948 -3.21796 -0.51456
C -2.16207 -4.29520 -0.90553
C -0.78061 -4.15965 -0.92683
C -0.23794 -2.94296 -0.57775
N -0.99123 -1.89996 -0.18955
C -2.59033 1.07986 1.73594
C -1.99910 0.13634 2.74103
C -2.41823 0.10333 4.05481
C -1.90570 -0.87069 4.89695
C -1.04100 -1.81723 4.37309
C -0.67598 -1.72079 3.04422
N -1.11017 -0.74043 2.24641
H -3.76972 0.64549 -1.29288
H -4.01925 1.86422 -0.05415
H -1.73836 2.83594 -0.74594
H -3.00005 2.90826 -1.94882
H -2.27290 2.50269 -4.05802
H -1.16290 1.01633 -5.71238
H 0.13221 -0.95743 -4.85269
H 0.33328 -1.26030 -2.42909
H -4.11199 -0.87674 -0.11152
H -3.41065 -1.17699 1.44730
H -4.01824 -3.29528 -0.48543
H -2.62796 -5.22907 -1.19031
H -0.13531 -4.97506 -1.22007
H 0.82974 -2.77334 -0.60756
H -3.63267 1.28454 1.99589
H -2.05701 2.03356 1.71158
H -3.13494 0.83227 4.40819
H -2.20099 -0.90708 5.93673
H -0.64895 -2.62208 4.97778
H -0.01614 -2.45115 2.60387
C 3.63702 -2.19956 -0.74321
Si 2.95386 -0.86093 0.36745
C 2.37543 -1.67994 1.92903
C 4.17816 0.47814 0.71568
N 1.48436 -0.05498 -0.45462
C 1.92067 0.93160 -1.39248
C 2.93045 0.78641 -2.33983
C 3.29910 1.86702 -3.12917
C 2.68152 3.10214 -2.98945
C 1.65522 3.27066 -2.06692
C 1.31453 2.17479 -1.32134
F 0.26927 2.23718 -0.42242
H 4.29462 -2.81463 -0.12134
H 4.25333 -1.82060 -1.55700
H 2.89213 -2.87149 -1.17371
H 3.28758 -2.03007 2.42240
H 1.76536 -2.56566 1.75225
H 1.89933 -0.99787 2.63457
H 4.91075 0.09081 1.42885
H 3.71134 1.35580 1.16288
H 4.71832 0.79034 -0.17771
H 3.42588 -0.16422 -2.46726
H 4.08755 1.74294 -3.85870
H 2.99471 3.93820 -3.59886
H 1.14878 4.21578 -1.92674
F 0.33191 1.13690 1.73214
As 1.08504 2.62498 2.92338
F -0.19704 3.51042 2.19423
F 2.06347 2.97171 1.56063
F 1.67241 3.84164 3.91218
F 2.18401 1.38984 3.36358
F -0.04599 1.98159 4.03947
```

For the energy, the calculation gives -5434.1288 a.u. The calculation puts the orbital gap at 0.26343 Ha. The calculation puts the HOMO energy at -14.35 eV. The relative energy (zero: lowest compared OMol25 entry of this formula, charge and spin) is 129.6 kJ/mol. Its net charge is +2.

=====

14 unconnected molecules or ions with the total composition C56H154N14O14 at a distorted geometry, computed with wB97M-V/def2-TZVPD.

```
238
C56H154N14O14, DFT wB97M-V/def2-TZVPD
C 15.08157 26.69126 17.42180
C 16.51250 26.47330 16.89554
C 16.67934 25.19699 16.22811
O 16.70743 24.22934 17.26033
C 16.86829 22.96702 16.71473
N 16.76834 27.50269 15.83060
H 15.02165 27.68117 17.94992
H 14.81790 25.97710 18.17647
H 14.34238 26.65551 16.62808
H 17.25080 26.56120 17.68925
H 17.66790 25.12724 15.74163
H 15.93791 25.06993 15.49564
H 16.16709 22.66780 15.95056
H 16.93115 22.25722 17.55364
H 17.88894 22.86013 16.22381
H 16.91009 28.38547 16.27487
H 17.68322 27.23225 15.46595
C 12.95010 23.01546 14.62298
C 13.22229 23.19694 16.06900
C 12.37635 24.30762 16.59582
O 11.02407 24.01880 16.43502
C 10.21872 25.04980 16.91223
N 12.96399 21.95028 16.79485
H 13.60486 22.25288 14.18682
H 13.06458 24.00318 14.20417
H 11.87232 22.77180 14.44706
H 14.24176 23.45693 16.32410
H 12.65249 25.23340 16.06519
H 12.64506 24.41244 17.65604
H 10.34387 25.17324 18.00095
H 9.18474 24.79504 16.79226
H 10.47917 26.02165 16.45536
H 11.97933 21.74959 16.59916
H 12.99039 22.18661 17.78073
C 13.87053 25.06010 21.73302
C 15.09289 24.34386 21.02270
C 14.57505 23.39780 19.94692
O 13.70556 22.33520 20.40169
C 14.48194 21.26650 20.97799
N 15.96339 25.37356 20.40060
H 13.45010 25.75123 20.98741
H 14.10096 25.59717 22.62981
H 13.13134 24.32813 22.04056
H 15.73394 23.79746 21.72544
H 15.47344 22.87306 19.50330
H 14.04488 24.01611 19.20041
H 14.07543 20.98048 21.94158
H 15.53275 21.63109 21.15635
H 14.43582 20.42403 20.25908
H 16.80683 24.94893 20.03517
H 16.21152 26.09040 21.05953
C 22.61807 15.23672 11.39880
C 21.76253 16.48583 10.98009
C 22.02681 17.57722 11.99842
O 21.44617 17.15640 13.21947
C 21.42160 18.31027 14.12944
N 22.13917 17.00390 9.66914
H 22.35412 14.84275 12.37118
H 23.67494 15.38221 11.27336
H 22.32196 14.55305 10.57805
H 20.69096 16.19484 11.13591
H 21.62333 18.54541 11.69244
H 23.08949 17.87215 12.17037
H 22.50585 18.50202 14.32846
H 20.96892 18.01447 15.09016
H 20.90931 19.16147 13.72647
H 21.77238 17.95584 9.52173
H 21.69430 16.40918 8.98248
C 11.65286 19.03765 14.78674
C 12.56889 17.77985 14.99605
C 11.88576 16.46841 14.76258
O 10.96513 16.27439 15.82824
C 10.49971 14.95231 15.76168
N 13.69963 17.83444 14.04750
H 10.75248 18.92726 15.39450
H 11.42559 19.18840 13.73716
H 12.14136 19.91837 15.17734
H 12.97331 17.71323 16.01399
H 12.60663 15.66590 14.87335
H 11.35924 16.39804 13.79879
H 9.89214 14.75854 14.86765
H 9.86144 14.74826 16.61935
H 11.33723 14.24657 15.66263
H 13.31703 17.70853 13.10707
H 14.27954 16.97653 14.09586
C 21.99437 13.99402 20.64450
C 21.03071 14.32414 19.49221
C 20.73513 15.84554 19.54860
O 20.15242 16.19625 20.72403
C 19.76883 17.57455 20.74591
N 21.43459 13.93238 18.13532
H 21.61954 14.51379 21.50620
H 23.02695 14.38018 20.45766
H 22.07128 12.91177 20.80919
H 20.09059 13.80912 19.69701
H 20.09118 16.09726 18.71800
H 21.68368 16.40175 19.38788
H 19.23706 17.76240 19.80066
H 20.63597 18.22535 20.73870
H 19.14890 17.75665 21.63098
H 21.55552 12.94092 18.00327
H 22.32728 14.40378 17.96631
C 20.10879 13.06234 14.08739
C 19.44338 11.95003 14.87740
C 20.49630 11.37091 15.81024
O 21.75270 11.02936 15.20906
C 22.59040 10.52518 16.20525
N 18.25825 12.39406 15.70194
H 20.94842 12.59872 13.59530
H 20.54805 13.76713 14.80483
H 19.41999 13.62215 13.44666
H 19.05326 11.14301 14.25208
H 20.10168 10.43244 16.26388
H 20.63497 12.13212 16.53536
H 22.25114 9.50875 16.45075
H 22.51502 11.08387 17.14024
H 23.61692 10.61703 15.82134
H 18.27264 11.78828 16.53799
H 18.47174 13.29787 16.06967
C 15.05427 20.82809 11.98960
C 16.37310 21.57152 12.21544
C 16.08988 22.96758 12.85950
O 15.01387 23.64305 12.20855
C 15.03068 24.98470 12.55844
N 17.35266 20.92323 13.05761
H 14.55515 20.69252 12.96639
H 15.25132 19.85221 11.60763
H 14.40314 21.35513 11.28997
H 16.87661 21.66184 11.23026
H 17.01952 23.56098 12.71560
H 15.88201 22.84633 13.94100
H 14.88668 25.15846 13.63129
H 14.15842 25.47166 12.04728
H 15.92402 25.46453 12.20674
H 16.89649 20.85643 13.96582
H 17.55963 19.95293 12.83973
C 15.84806 21.74378 24.48808
C 17.34756 21.67875 24.26636
C 17.65666 21.58248 22.77277
O 17.31383 20.41464 22.19483
C 17.68949 20.38971 20.84706
N 17.95913 22.93648 24.76341
H 15.65528 21.63373 25.57040
H 15.34804 20.91470 23.98674
H 15.37025 22.66196 24.11564
H 17.71447 20.77938 24.76269
H 18.75557 21.70936 22.70469
H 17.31313 22.42525 22.19142
H 18.78900 20.47956 20.74951
H 17.30074 21.20294 20.23857
H 17.36421 19.42466 20.42877
H 18.89126 23.04500 24.37762
H 18.08196 22.92722 25.78138
C 11.68954 18.65729 18.67003
C 12.02142 17.19460 19.05178
C 12.53753 17.17545 20.47087
O 13.80555 17.85852 20.55488
C 14.29415 17.70618 21.87332
N 10.86116 16.30636 18.94294
H 11.61801 18.67742 17.57749
H 12.51953 19.22062 19.00956
H 10.79977 18.98984 19.16101
H 12.88338 16.89826 18.43306
H 12.67679 16.12130 20.74708
H 11.79965 17.66122 21.11192
H 15.22837 18.27094 21.93529
H 14.34901 16.65759 22.19124
H 13.56591 18.21913 22.55742
H 11.22979 15.35257 19.24984
H 10.61670 16.18466 17.97108
C 15.63614 19.33784 17.92223
C 16.25166 19.41399 16.52203
C 16.58427 18.07743 15.97477
O 17.42128 17.38011 16.90764
C 18.20013 16.27977 16.45577
N 15.53607 20.09653 15.42165
H 16.34314 18.77806 18.50718
H 14.69993 18.84935 17.82308
H 15.60302 20.29394 18.43972
H 17.18284 19.98485 16.65193
H 17.08629 18.23634 15.00851
H 15.69296 17.45203 15.80921
H 18.88034 15.95884 17.27231
H 18.76420 16.42919 15.54970
H 17.54912 15.38074 16.23834
H 14.80520 20.73780 15.72358
H 15.04367 19.47029 14.75712
C 14.09457 14.37861 16.41285
C 15.19155 14.02079 17.35143
C 15.45836 15.07017 18.44020
O 16.60696 14.69491 19.18580
C 16.95892 15.62627 20.12092
N 14.89981 12.74623 17.99970
H 13.18681 14.65618 16.98852
H 13.75333 13.53456 15.80258
H 14.37494 15.17559 15.72979
H 16.12816 13.98120 16.73922
H 14.55433 15.11817 19.11299
H 15.60543 16.07607 17.99006
H 16.29436 15.67563 20.99888
H 16.94886 16.64679 19.72339
H 17.96480 15.44248 20.53558
H 15.60890 12.53293 18.67854
H 14.88675 12.02430 17.31543
C 25.93037 13.83973 18.30995
C 25.00177 13.12440 17.28171
C 24.53981 14.17660 16.29406
O 23.96447 15.19808 16.99207
C 23.62006 16.29570 16.15766
N 25.65924 12.11660 16.45846
H 26.40191 13.13447 18.99676
H 25.33979 14.56769 18.87081
H 26.70339 14.19354 17.63015
H 24.16004 12.59224 17.77000
H 23.91093 13.90679 15.45953
H 25.50516 14.50600 15.84133
H 23.12664 15.86720 15.27448
H 24.57626 16.73595 15.73059
H 23.06419 17.03757 16.77140
H 26.48059 12.52632 16.01271
H 25.97953 11.40126 17.08565
C 15.72735 16.74640 9.63519
C 15.39402 15.84502 10.77348
C 15.98324 16.41988 12.03360
O 15.58315 15.73398 13.27979
C 16.19403 14.48976 13.39154
N 13.92941 15.72674 10.82350
H 16.82324 16.93639 9.59555
H 15.27655 17.73923 9.76275
H 15.43342 16.30501 8.69657
H 15.72448 14.81018 10.66239
H 15.56472 17.44512 12.14613
H 17.08154 16.30413 11.91136
H 17.27863 14.52039 13.27117
H 15.81532 13.77092 12.65863
H 15.99833 14.17455 14.40527
H 13.56411 16.60947 11.18567
H 13.79595 15.10794 11.60349
```

For the energy, the calculation gives -4045.6414 a.u. The calculation puts the orbital gap at 0.33004 Ha. The calculation puts the HOMO energy at -8.48 eV. The relative energy (zero: lowest compared OMol25 entry of this formula, charge and spin) is 298.0 kJ/mol.

=====

A gas-phase ion, C4H11N2O2 (charge +1) at a distorted geometry, computed with wB97M-V/def2-TZVPD.

```
19
C4H11N2O2, DFT wB97M-V/def2-TZVPD
C -1.05801 0.36976 -1.67932
C -0.75527 0.03857 -0.15977
C -1.20385 -1.36235 0.23172
O -1.29324 1.03588 0.75637
C 0.78040 0.35694 0.43931
N 1.16942 1.46586 1.05149
N 1.68193 -0.51423 0.17124
O 2.92107 -0.45552 0.74578
H -1.90867 1.05682 -1.57248
H -1.37002 -0.44606 -2.18666
H -0.21700 0.87750 -2.07186
H -1.20991 -1.96381 -0.64717
H -2.26774 -1.49577 0.64460
H -0.54217 -1.90658 0.91520
H -2.22759 1.08637 0.55590
H 0.46178 2.17377 1.31464
H 2.15458 1.48084 1.51215
H 1.39822 -1.51563 -0.02144
H 3.48608 -0.28236 0.00030
```

For the energy, the calculation gives -418.6783 a.u. As for the SMILES: CC(C)(O)/C(N)=[NH+]/O. The calculation puts the orbital gap at 0.43972 Ha. The calculation puts the HOMO energy at -15.06 eV. The relative energy (zero: lowest compared OMol25 entry of this formula, charge and spin) is 319.1 kJ/mol. Its net charge is +1.

=====

2 unconnected molecules or ions with the total composition CH2Cl2O2 at a distorted geometry, computed with wB97M-V/def2-TZVPD.

```
7
CH2Cl2O2, DFT wB97M-V/def2-TZVPD
C 0.59820 0.37704 0.71418
O -1.00185 -0.91945 -1.02964
O 0.32414 -0.96200 -0.68844
Cl -0.23034 -0.18265 2.02398
Cl -0.07191 1.82532 -0.02800
H 1.59223 0.17449 0.76356
H -1.21047 -0.31274 -1.75564
```

For the energy, the calculation gives -1109.9875 a.u. The calculation puts the orbital gap (alpha / beta) at 0.35705 / 0.35703 Ha. The calculation puts the HOMO energy (alpha / beta) at -9.63 / -9.63 eV. The relative energy (zero: lowest compared OMol25 entry of this formula, charge and spin) is 505.8 kJ/mol.

=====

2 unconnected molecules or ions with the total composition C3H10N3OS at a distorted geometry, computed with wB97M-V/def2-TZVPD.

```
18
C3H10N3OS, DFT wB97M-V/def2-TZVPD
C -1.70866 0.12136 -0.32233
C 0.12491 -0.89976 -0.24856
C 1.03764 0.31289 -0.48375
N -2.79755 -0.59997 -0.38523
N 0.23195 -1.69023 0.86516
N 0.81206 1.55511 0.28605
O -1.64730 1.30044 -0.06092
S 2.84658 -0.19889 -0.41564
H 0.14238 -1.58008 -1.22162
H 0.89465 0.60413 -1.48049
H -2.70324 -1.68039 -0.39463
H -3.77718 -0.25187 -0.56866
H 1.02148 -2.27161 0.80276
H 0.36387 -0.97086 1.66526
H 1.55922 2.34066 0.04548
H 0.80318 1.37430 1.25914
H -0.29053 1.78838 0.19144
H 3.08652 0.74640 0.46652
```

For the energy, the calculation gives -757.6835 a.u. The calculation puts the orbital gap at 0.35632 Ha. The calculation puts the HOMO energy at -13.05 eV. The relative energy (zero: lowest compared OMol25 entry of this formula, charge and spin) is 269.6 kJ/mol. Its net charge is +1.

=====

3 unconnected molecules or ions with the total composition C17H34N3O5S at a distorted geometry, computed with wB97M-V/def2-TZVPD.

```
60
C17H34N3O5S, DFT wB97M-V/def2-TZVPD
C -0.24871 -1.97158 1.31476
C 0.46727 -0.73722 0.66936
N 1.23206 -0.03129 1.40285
C 0.19338 -0.51446 -0.85355
C -0.02920 0.99702 -1.21447
N 0.85923 1.48250 -2.05629
N 0.73473 2.75827 -2.35595
C -0.24676 3.49485 -1.82136
C -1.29002 3.07318 -0.93273
C -1.18832 1.64014 -0.56627
C -2.18587 0.95761 0.38752
C -3.60067 1.64362 0.17084
C -4.73029 0.86727 0.94563
C -6.07914 0.82392 0.11035
S -6.23252 -0.76296 -0.77769
O -6.74935 -0.52008 -2.10939
O -7.13463 -1.59608 -0.00271
O -4.77989 -1.51288 -0.90062
H -1.36229 -1.89982 1.21828
H 0.14004 -2.90843 0.83350
H 0.04858 -2.05299 2.39021
H 1.63652 0.70726 0.80565
H 1.04000 -0.94256 -1.44745
H -0.77435 -1.02329 -1.10294
H 1.40614 3.17878 -3.00264
H -0.25080 4.57321 -2.10632
H -2.07958 3.73272 -0.53087
H -1.80656 1.12555 1.43328
H -2.21012 -0.14456 0.23989
H -3.49302 2.67342 0.60114
H -3.78864 1.69464 -0.93183
H -4.94937 1.33823 1.93251
H -4.33871 -0.16436 1.12744
H -6.91820 0.89515 0.83358
H -6.10893 1.66662 -0.61316
H -4.91071 -2.42013 -1.23856
C 3.84727 0.14464 -3.75165
C 3.33685 -1.15928 -4.34479
C 3.71720 -1.28882 -5.81061
O 1.91345 -1.21687 -4.21351
H 3.41216 1.00593 -4.27030
H 3.55578 0.22506 -2.70165
H 4.93450 0.21172 -3.81840
H 3.74619 -2.00161 -3.78396
H 3.27808 -0.47757 -6.39948
H 3.33529 -2.22369 -6.22412
H 4.80063 -1.26627 -5.94112
H 1.54133 -0.47632 -4.70689
C 2.44785 -0.81591 6.41165
C 3.37691 -1.49435 5.41700
C 4.15336 -0.47480 4.60097
O 2.61380 -2.32162 4.53883
H 1.71209 -0.19301 5.89328
H 1.88858 -1.55988 6.98225
H 3.00587 -0.18811 7.10922
H 4.07215 -2.14526 5.95058
H 3.47182 0.15716 4.02290
H 4.80740 -0.97520 3.88401
H 4.76353 0.16560 5.24138
H 1.99657 -1.75282 4.06237
```

For the energy, the calculation gives -1606.4649 a.u. The calculation puts the orbital gap at 0.24071 Ha. The calculation puts the HOMO energy at -11.75 eV. Its net charge is +1.